Entry from the Open Molecules 2025 dataset: a structure of composition C50H47CaN7S5 (wB97M-V/def2-TZVPD).

Last column: Mulliken charge in e.
Element x y z (Å)
Ca -0.2378 0.0961 0.0886  1.256
N 0.4461 0.0451 2.0853  -0.797
S -0.2307 -0.6159 3.2000  1.635
N -0.5764 -2.2251 3.0544  0.070
S -1.8669 -2.9621 2.6095  1.071
N -2.5444 -2.6070 1.2689  -0.024
S -1.9104 -2.5542 -0.2765  1.829
N -1.5712 -1.2300 -0.7825  -1.258
C -0.6169 -3.8116 -0.2941  0.755
C -0.9365 -5.1348 -0.5725  -0.225
C 0.0773 -6.0785 -0.6107  -0.743
C 1.3899 -5.6989 -0.3649  -0.774
C 1.6957 -4.3762 -0.0800  -0.940
C 0.6898 -3.4244 -0.0424  -0.363
C -3.2121 -3.3307 -1.2163  -0.256
C -4.3528 -3.8664 -0.6433  0.216
C -5.2979 -4.4599 -1.4675  -0.952
C -5.0855 -4.5223 -2.8376  -0.490
C -3.9403 -3.9700 -3.3995  -0.830
C -2.9958 -3.3658 -2.5876  -0.210
C -1.4266 -4.6758 2.8018  0.680
C -0.1822 -5.0606 3.2661  -0.016
C 0.0584 -6.4113 3.4724  -0.955
C -0.9375 -7.3436 3.2204  -0.704
C -2.1820 -6.9391 2.7509  -0.725
C -2.4343 -5.5962 2.5409  -0.925
C -3.2161 -2.8970 3.7786  0.815
C -2.9459 -3.3109 5.0762  -0.838
C -3.9831 -3.3719 5.9892  -0.758
C -5.2708 -3.0273 5.5982  -0.680
C -5.5261 -2.6182 4.2973  -1.000
C -4.4943 -2.5531 3.3724  -0.138
C -1.7609 0.1821 3.7153  0.545
C -2.5661 0.7331 2.7292  -0.071
C -3.7295 1.3885 3.0935  -0.789
C -4.0777 1.4913 4.4324  -1.012
C -3.2695 0.9308 5.4115  -0.853
C -2.1046 0.2679 5.0558  -0.360
C 0.7572 -0.6206 4.6865  0.016
C 0.8393 -1.7106 5.5374  0.176
C 1.6296 -1.6147 6.6730  -0.911
C 2.3127 -0.4381 6.9485  -0.542
C 2.2220 0.6476 6.0855  -0.827
C 1.4417 0.5590 4.9452  -0.535
H -1.9576 -5.4200 -0.7860  0.435
H -0.1598 -7.1075 -0.8453  0.473
H 2.1789 -6.4388 -0.4035  0.445
H 2.7210 -4.0779 0.0950  0.565
H 0.9263 -2.3847 0.1498  0.337
H -4.4997 -3.8037 0.4270  0.176
H -6.1994 -4.8768 -1.0388  0.463
H -5.8217 -4.9967 -3.4726  0.426
H -3.7827 -4.0102 -4.4686  0.430
H -2.1009 -2.9121 -2.9960  0.511
H 0.5740 -4.3123 3.4604  0.572
H 1.0251 -6.7356 3.8336  0.525
H -0.7477 -8.3942 3.3965  0.447
H -2.9568 -7.6688 2.5587  0.516
H -3.4012 -5.2571 2.1867  0.255
H -1.9392 -3.5998 5.3569  0.245
H -3.7898 -3.6999 7.0015  0.522
H -6.0814 -3.0870 6.3125  0.455
H -6.5319 -2.3562 3.9974  0.526
H -4.6645 -2.2557 2.3474  0.575
H -2.2792 0.6546 1.6873  0.310
H -4.3674 1.8178 2.3318  0.473
H -4.9815 2.0142 4.7166  0.465
H -3.5382 1.0179 6.4557  0.477
H -1.4607 -0.1542 5.8159  0.498
H 0.3063 -2.6216 5.2988  0.198
H 1.7121 -2.4583 7.3450  0.475
H 2.9258 -0.3695 7.8370  0.423
H 2.7580 1.5615 6.3015  0.440
H 1.3566 1.3826 4.2472  0.445
C 4.3787 2.9502 -1.0873  -1.014
N 3.5691 1.8042 -1.4647  -0.146
C 2.8955 1.0194 -0.6243  0.738
N 2.9106 1.3049 0.6806  -0.203
S 2.0681 -0.3309 -1.2485  -0.478
H 4.5494 3.5600 -1.9699  0.352
H 5.3462 2.6492 -0.6794  0.335
H 3.8533 3.5605 -0.3512  0.305
H 3.6104 1.4756 -2.4143  0.262
H 3.4604 2.0611 1.0513  0.211
H 2.3497 0.7456 1.3140  0.103
N -0.6608 2.0839 -0.7957  -0.732
S -1.6198 3.1525 -0.1116  0.648
C -0.9271 4.7884 -0.4765  0.252
C 0.3155 4.8727 -1.0765  -0.228
C 0.8217 6.1243 -1.4024  -0.541
C 0.0980 7.2671 -1.0981  -0.526
C -1.1358 7.1673 -0.4672  -0.663
C -1.6606 5.9230 -0.1602  -0.466
C -3.0966 3.3494 -1.1267  0.456
C -4.3290 3.2174 -0.5064  -0.012
C -5.4852 3.4179 -1.2470  -0.618
C -5.3966 3.7428 -2.5915  -0.455
C -4.1545 3.8467 -3.2080  -0.793
C -2.9959 3.6563 -2.4750  -0.403
H -0.6471 2.1837 -1.8096  0.112
H 0.8724 3.9664 -1.2830  0.302
H 1.7778 6.2013 -1.9033  0.431
H 0.4918 8.2423 -1.3510  0.401
H -1.6947 8.0615 -0.2262  0.413
H -2.6359 5.8307 0.3031  0.412
H -4.3775 2.9820 0.5503  0.230
H -6.4539 3.3240 -0.7746  0.444
H -6.2961 3.9311 -3.1620  0.419
H -4.0899 4.0860 -4.2609  0.416
H -2.0267 3.7675 -2.9479  0.372

charge	+2
molecular weight	946.4	g mol⁻¹
LUMO level	-4.23	eV
strongest force on any atom	2.1	eV/A
energy	-135642.029	eV
gap between HOMO and LUMO	8.68	eV